{
  "formula": "C9H15N3O2Si",
  "method": "ωB97M-V/def2-TZVPD",
  "symbols": ["Si", "O", "O", "N", "N", "N", "C", "C", "C", "C", "C", "C", "C", "C", "C", "H", "H", "H", "H", "H", "H", "H", "H", "H", "H", "H", "H", "H", "H", "H"],
  "xyz": [[1.077, 1.456, -0.246], [1.823, -1.989, -2.022], [-1.381, -1.413, 2.418], [-2.477, -0.958, 0.533], [1.228, 0.060, -1.284], [-2.984, -0.226, 1.490], [-0.758, -2.707, -1.087], [-0.435, -1.437, -1.887], [2.130, 2.923, -1.028], [-1.466, -1.629, 1.027], [-0.744, -2.649, 0.424], [1.060, -1.125, -1.668], [-0.641, 2.181, 0.072], [1.942, 0.888, 1.372], [-2.328, -0.487, 2.551], [-0.468, -1.449, -2.947], [2.093, 3.027, -2.128], [-0.232, -3.338, 1.103], [1.816, 3.925, -0.682], [-2.612, -0.085, 3.539], [-0.182, -3.518, -1.412], [1.192, 0.626, 2.116], [-1.756, -3.137, -1.356], [-0.770, 2.694, 1.027], [3.127, 2.846, -0.614], [-0.773, 2.977, -0.738], [-1.566, 1.510, 0.238], [2.500, -0.042, 1.096], [-1.088, -0.649, -1.585], [2.674, 1.727, 1.679]],
  "atomic_forces_ev_per_a": [[1.06, 1.33, 0.86], [1.47, -0.92, 0.03], [0.12, 0.32, -1.25], [1.20, -0.74, -2.44], [0.06, 3.62, 1.06], [-1.47, 1.64, 0.97], [-1.68, -0.72, 0.10], [-0.17, 0.07, 1.73], [-1.11, -0.15, 0.30], [-0.23, -1.26, 1.08], [0.49, 0.65, -0.42], [-1.10, -2.35, -1.32], [-1.70, -0.28, -0.59], [0.90, 0.69, -1.15], [-0.77, 0.46, 2.67], [-0.39, -0.83, -1.06], [0.33, -0.51, 0.50], [0.05, 0.22, -0.67], [-0.37, -0.49, 0.20], [0.66, -0.38, -0.67], [1.56, -0.93, -0.39], [0.21, 0.21, 0.29], [0.13, 0.90, 0.03], [1.01, 0.37, 0.12], [0.52, -0.27, -0.46], [-0.34, -1.23, 0.99], [1.43, 0.65, -1.24], [-0.19, 0.82, 0.44], [-0.46, 0.63, 0.35], [-1.22, -1.49, -0.07]],
  "nbo_charge": [1.6994, -0.6213, -0.4088, -0.2710, -0.5778, -0.2957, -0.4600, -0.4427, -1.0875, 0.3356, -0.1158, 0.5944, -1.1552, -1.1121, 0.3065, 0.2439, 0.2456, 0.2277, 0.2366, 0.2060, 0.2438, 0.2365, 0.2435, 0.2589, 0.2345, 0.2498, 0.2696, 0.2470, 0.2249, 0.2436],
  "multiplicity": 1,
  "total_charge": 0,
  "e_tot_ev": -26015.783,
  "de_lowest_kj_mol": 570.2
}